# 1
A molecular structure, C32H31F9N6O3Sc in a non-equilibrium geometry. Source: the OMol25 dataset; level of theory: ωB97M-V with the def2-TZVPD basis set.

Each line ends with the Löwdin charge.
Atoms and positions in Å:
H  2.80764  -1.09418  2.83944  0.10
C  -2.12079  -3.10976  1.97298  -0.54
C  -0.02491  -3.34645  -4.93393  -0.14
C  1.11593  2.45132  -1.69730  -0.22
H  -2.36818  -0.65955  6.81396  0.10
C  -2.73472  -3.42757  -0.46373  -0.54
F  -4.90923  -1.78318  -0.05717  0.16
N  -0.99446  -0.19665  -1.84976  -0.02
C  -4.19357  -1.99031  1.05787  -0.54
C  -2.35716  0.26287  4.88862  -0.02
H  2.59769  5.29292  1.70846  0.10
H  -1.38473  -0.11729  4.63515  0.10
C  -2.24158  1.97155  -2.01276  -0.18
H  -0.04810  -3.95805  -5.82689  0.08
H  1.31850  -1.86542  2.33912  0.11
C  1.95854  3.54523  0.76744  -0.03
H  2.02688  3.05756  -1.69807  0.11
C  -2.71501  -2.39134  0.71298  -0.32
H  -3.01490  0.01968  -1.60280  0.11
C  0.47487  -2.06080  -1.98317  -0.23
C  -0.44686  -2.02250  -5.03706  -0.11
C  -0.45456  -1.08433  -2.63868  -0.22
F  -4.84277  -2.92775  1.76908  0.15
H  -5.86398  1.60201  5.82516  0.09
C  -0.64229  -1.07550  -4.06167  -0.03
H  -0.69431  -1.68339  -6.03956  0.10
C  4.13074  2.40891  2.62850  -0.12
H  -4.61838  0.16654  7.42618  0.09
O  -2.03501  -1.31370  0.35603  -0.16
C  0.42035  -3.92291  -3.76233  -0.11
H  -2.51454  0.24450  -3.26449  0.11
C  2.86396  -1.93625  0.83006  -0.16
H  -3.24731  2.33284  -2.24483  0.11
C  -4.31946  1.54558  4.34825  -0.04
C  2.25991  1.10749  1.50624  -0.22
H  5.05095  2.23145  3.17954  0.10
H  1.40401  -3.40615  0.29435  0.12
C  -0.07699  3.37843  -1.99685  -0.19
H  -4.84197  2.17582  3.63913  0.11
H  -1.00899  -0.12723  -4.43255  0.09
N  1.59818  -0.00068  1.48098  -0.04
F  -0.78044  -3.08257  1.93759  0.15
F  -2.48849  -4.39367  2.07300  0.16
O  -1.04032  -0.02774  2.45275  -0.09
C  -3.06047  1.06396  3.98230  -0.23
H  2.57088  -3.04622  -0.96555  0.11
H  0.65420  -4.98255  -3.82120  0.10
F  -2.50228  -2.49253  3.09373  0.17
C  1.94243  -2.58183  -0.19931  -0.24
C  3.72299  3.74380  2.55323  -0.14
H  -2.09719  2.17535  -0.95304  0.08
H  -0.71841  2.05135  -3.54800  0.10
F  -1.57133  -4.09501  -0.50601  0.16
H  -1.68113  3.50295  -3.43457  0.10
C  -4.88168  1.22378  5.57007  -0.10
C  2.14619  -1.24159  1.98587  -0.21
H  -0.49305  3.76696  -1.06189  0.11
N  -1.70512  1.00069  2.10918  -0.38
O  -1.30019  1.51649  0.96864  -0.14
C  1.74811  2.16060  0.56180  -0.24
H  1.02994  -4.07433  -1.78705  0.08
C  -1.19039  2.73459  -2.83186  -0.19
Sc  -0.24153  -0.09555  0.24625  1.07
N  -2.65349  1.55577  2.70606  0.17
F  -3.70695  -4.34555  -0.36250  0.16
C  3.54664  1.27262  2.12308  -0.03
H  4.09292  0.35469  2.29522  0.09
H  4.27256  4.46951  3.13923  0.08
F  -4.21892  -0.86288  1.75981  0.17
N  1.12924  1.64448  -0.48180  -0.03
C  -4.18366  0.42419  6.46840  -0.11
H  3.51473  -2.72664  1.21683  0.11
C  2.74137  4.21592  1.69960  -0.11
N  0.98673  -1.67298  -0.82718  -0.01
C  -2.92472  -0.03933  6.12170  -0.09
F  -2.88603  -2.81223  -1.63202  0.18
C  0.66152  -3.36440  -2.51374  -0.05
H  1.20454  1.75393  -2.53623  0.11
H  0.31760  4.24103  -2.54280  0.10
H  1.36137  4.18240  0.12742  0.09
C  -2.24058  0.46807  -2.23340  -0.21
H  3.50481  -1.19863  0.33613  0.12

HOMO level, eV: -4.423
HOMO-LUMO gap, eV: 7.043
Electronic energy, hartree: -3451.92415
Charge: -1
Max |F|, eV/Å: 1.43
Energy above the lowest of the compared OMol25 structures with the same formula, charge and spin, kcal/mol: 25.2
E_LUMO, eV: 2.619

***

# 2
C32H31FN4O3 in the gas phase in a non-equilibrium geometry. Source: the OMol25 dataset; level of theory: ωB97M-V with the def2-TZVPD basis set.

Each line ends with the Löwdin charge.
Atoms and positions in Å:
H  -3.57523  -1.00951  3.53286  0.09
C  -0.90057  -1.55723  3.27634  -0.06
O  1.88017  -1.04331  -4.07516  -0.03
C  -0.73393  0.07026  5.17378  -0.02
C  -2.01275  3.02929  0.68057  -0.25
C  -2.97477  -0.69528  4.38397  -0.04
C  1.80229  -0.76122  -2.73958  -0.19
O  4.11329  -0.39378  -2.93982  -0.06
H  -1.87495  -2.30632  -4.90296  0.13
C  -1.55005  -0.34723  3.94824  -0.55
H  -3.50331  4.16499  1.72116  0.11
C  0.98766  -3.72735  -3.77886  -0.03
H  0.66576  4.62455  1.24613  0.09
C  1.87000  -0.11010  -0.01970  -0.16
C  0.70691  -1.42190  -4.74947  -0.15
C  -1.19925  -3.03647  -4.48362  0.03
C  0.48742  -1.25932  2.74401  -0.36
C  3.03742  -0.08755  -0.78051  0.04
C  3.59936  2.22030  1.30818  -0.23
N  1.47124  4.07644  1.50768  0.17
H  -1.27717  -6.19553  -3.26003  0.12
H  0.27913  0.34636  4.89104  0.09
H  3.96061  0.18815  -0.29675  0.10
C  0.15170  -2.76009  -4.32109  -0.21
N  -0.02570  2.30515  1.78720  0.00
H  1.00755  -1.47856  -5.80248  0.14
C  -3.27418  3.59750  0.82985  -0.04
H  2.03669  -3.50616  -3.65605  0.12
N  -1.03383  3.24891  1.65621  0.05
H  -0.83393  -2.39960  3.96648  0.13
H  -1.93903  1.70875  3.43903  0.13
N  4.68621  2.57209  1.15811  0.16
C  0.68430  -0.47122  -0.62591  -0.03
C  2.27865  1.80347  1.47165  -0.14
C  -0.86162  -5.24442  -3.55199  -0.01
H  -2.33462  0.57092  2.15298  0.14
C  1.27866  2.71972  1.54093  -0.24
F  -2.99533  -4.53627  -4.26030  0.05
H  2.76358  -0.25136  1.91067  0.16
H  -0.28833  -1.09490  -2.41384  0.11
C  -3.93359  2.70763  -1.29955  -0.10
H  -0.06556  -0.64435  -4.65866  0.13
H  -0.73609  1.86519  -0.59521  0.10
C  1.96034  0.32325  1.43516  -0.15
C  5.35413  -0.03046  -2.38351  -0.08
C  -2.67783  2.14315  -1.44763  -0.07
H  -3.45608  0.16513  4.84450  0.09
H  6.06520  -0.06657  -3.20728  0.09
C  0.65203  -0.80037  -1.97576  0.01
H  -5.20087  3.88444  -0.03673  0.10
H  -2.95990  -1.50524  5.10873  0.09
H  -2.43971  1.57357  -2.33321  0.10
O  1.36859  -2.09549  2.75454  0.11
H  -1.38555  3.62736  2.53111  0.15
H  -1.50821  -1.87533  2.42318  0.14
H  -1.19871  0.91781  5.67413  0.09
H  5.33092  0.98158  -1.96693  0.10
H  -0.67511  -0.75188  5.88245  0.09
C  -1.71502  2.30361  -0.46942  -0.02
C  3.02302  -0.40101  -2.12595  -0.18
H  -0.23220  -0.52195  -0.05787  0.11
C  0.48295  -4.95685  -3.39399  -0.06
H  -4.68124  2.57936  -2.06683  0.10
H  5.66637  -0.73323  -1.60429  0.10
C  -4.22489  3.43959  -0.16041  -0.09
C  0.67694  0.07469  2.18249  -0.08
H  2.35529  4.38091  1.13277  0.10
H  1.14124  -5.69833  -2.96834  0.11
C  -1.67949  -4.27366  -4.09980  -0.27
C  -0.26896  1.03306  2.28156  -0.12
C  -1.59806  0.80224  2.93177  -0.06

HOMO level, eV: -7.887
HOMO-LUMO gap, eV: 8.204
Electronic energy, hartree: -1782.59707
SMILES: COc1cc([C@H]2C(C#N)=C(N)N(Nc3ccccc3)C3=C2C(=O)CC(C)(C)C3)ccc1OCc1cccc(F)c1
Charge: 0
Max |F|, eV/Å: 1.04
Energy above the lowest of the compared OMol25 structures with the same formula, charge and spin, kcal/mol: 0.7
E_LUMO, eV: 0.317

***

> Among the records above, which one has the lowest electronic energy?

C32H31F9N6O3Sc